[1]
A molecular structure, C11H24BrF2LiN4NaO4S in a non-equilibrium geometry. Source: the Open Molecules 2025 dataset; level of theory: wB97M-V/def2-TZVPD.

Structure (XYZ):
```
49
Properties=species:S:1:pos:R:3:forces:R:3
Br 2.5865 -3.3551 4.2363 0.3 -0.8 0.2
S 3.5984 -4.5512 1.6954 0.6 -0.8 0.1
Na 2.1239 -1.1042 3.1524 -0.1 1.1 -0.5
F -3.9717 2.7664 1.3643 -0.6 -1.8 0.7
F 4.6138 -3.5004 1.1763 -0.2 0.1 0.1
O -1.1125 0.3520 0.1452 -5.5 -8.2 4.8
O -0.6365 -3.5504 0.1498 0.2 0.7 0.5
O 4.2212 -5.2699 2.7297 0.3 0.2 0.5
O 3.0495 -5.2121 0.5814 -0.4 0.5 -0.4
N 1.3914 3.2769 -1.5905 -1.0 0.8 -0.1
N 2.4419 -3.4891 2.3443 -0.5 -0.1 -0.1
N -0.7038 3.1689 -1.0582 1.1 1.5 -0.3
N 1.3175 -1.0220 -0.5750 0.6 -1.4 -0.5
C -2.7671 4.2574 0.0380 0.2 1.7 -0.8
C 1.1022 1.9988 -1.1116 2.8 1.0 -0.8
C 1.0503 -3.8373 1.9199 -0.9 -0.1 -0.1
C 0.2167 3.9852 -1.5530 1.0 -0.5 0.1
C 1.4851 -2.4706 -0.3172 -0.8 1.1 0.3
C 0.5013 -2.9132 0.8035 0.2 -0.4 -0.1
C -2.8396 -0.9456 -1.0027 -0.5 0.7 -0.7
C 2.6771 3.7828 -2.0573 -0.3 0.2 0.0
C -0.1664 1.9834 -0.7954 2.0 3.0 -2.2
C -2.1064 3.1997 -0.7588 -1.5 0.5 -0.5
C -2.5235 0.2258 -0.0377 0.4 -1.7 -0.4
Li -2.3387 -1.8954 0.6083 0.7 1.2 4.4
H 0.1169 -2.0123 1.3191 0.2 0.1 -0.3
H -2.2254 2.2717 -0.2060 -0.2 1.4 -0.1
H -2.3840 -0.7791 -1.9836 0.1 -0.3 0.3
H -2.4769 -1.8983 -0.5985 -0.5 0.1 -4.8
H -0.8087 1.2097 -0.3733 0.6 1.0 -0.8
H 3.4163 2.9897 -2.0003 -0.1 -0.1 0.0
H -1.4148 -3.5593 0.7255 0.6 -1.0 0.3
H -3.7732 3.7918 0.1229 0.4 0.8 0.5
H -3.9222 -1.0276 -1.1413 0.0 -0.1 0.0
H 0.0727 5.0081 -1.8557 0.1 0.0 0.0
H 2.9907 4.6160 -1.4322 0.1 0.0 0.0
H -3.0242 1.1105 -0.4580 0.0 -0.7 0.3
H 0.9107 -4.8804 1.6332 0.4 0.0 0.0
H 0.5286 -0.9696 -1.2119 0.0 0.8 0.4
H -2.8046 5.2555 -0.4300 0.2 -0.2 -0.2
H -2.3379 4.3688 1.0295 -0.2 -0.2 0.1
H 1.0860 -0.5375 0.2829 -0.5 0.2 -0.4
H 1.1993 -2.9777 -1.2380 0.2 -0.3 0.2
H 2.5363 -2.6678 -0.1206 -0.1 -0.3 0.2
H -2.6282 3.1128 -1.7147 -0.1 -0.2 -0.1
H -3.1186 0.0319 0.8676 0.1 0.4 0.6
H 1.8438 1.2283 -1.0136 0.2 0.1 -0.3
H 2.5855 4.1146 -3.0889 0.1 0.0 0.0
H 0.4216 -3.6804 2.7984 0.0 -0.1 0.0
```
Positions in Å, forces in eV/Å.

* multiplicity: 1
* Kohn-Sham gap: 3.16 eV
* strongest force on any atom: 11.0 eV Å⁻¹
* total charge: +1

The molecule's Mulliken atomic charges, reported in e, are given here: 0.057, 1.132, 0.929, -0.851, -0.171, -0.701, -0.628, -0.551, -0.452, 0.139, -0.198, 0.121, -0.479, -1.257, -0.447, -1.427, -0.356, -0.986, 1.158, -0.740, -0.911, 2.318, -0.103, -0.924, 0.911, 0.110, -0.102, 0.276, 0.010, -1.964, 0.302, 0.297, 0.388, 0.476, 0.459, 0.342, -0.098, 0.455, 0.268, 0.384, 0.281, 0.140, 0.457, 0.261, 0.338, 0.900, 0.558, 0.341, 0.537

=====

[2]
3 unconnected molecules or ions with the total composition C11H24BrN2O10P2 in a non-equilibrium geometry. Source: the Open Molecules 2025 dataset; level of theory: wB97M-V/def2-TZVPD.

Structure (XYZ):
```
50
Properties=species:S:1:pos:R:3:forces:R:3
Br -5.4932 4.5867 -2.4940 0.4 -1.6 0.7
P 3.7442 -3.3114 -1.5811 -2.0 -6.8 5.4
P -0.8857 1.6739 3.4614 0.4 -7.7 4.6
O 4.3646 -4.3148 -2.7956 0.8 3.4 -0.4
O 2.4716 -4.1114 -1.3787 -0.1 1.3 -1.2
O 4.9298 -3.8076 -0.5970 0.2 0.3 -1.1
O -2.3414 1.4180 2.5913 0.8 3.2 -0.6
O -0.3147 0.3150 3.1092 0.1 1.2 -1.3
O -1.6797 1.6476 4.8700 0.6 0.9 -0.5
O 3.2954 -2.0805 -0.4868 1.7 1.4 -2.8
O -0.6085 2.6403 -1.3099 -1.4 -0.8 -1.1
O 0.4950 2.2166 4.2731 -1.8 2.5 -1.8
O 0.5874 0.8805 -1.9483 -1.0 -0.4 -0.5
N -4.8841 1.9216 -1.2007 1.6 0.5 -1.6
N -2.9769 1.4029 -2.1660 -0.4 -0.9 0.1
C -0.5019 1.3639 -1.9032 1.8 0.5 0.0
C 4.6293 -4.0943 0.7627 0.0 0.2 0.6
C 2.5397 -1.0170 -1.0680 -0.2 0.0 0.2
C -3.8851 0.9770 -1.2563 -1.1 1.5 -0.7
C 1.6336 2.4628 3.4426 0.4 0.0 -0.2
C -2.5438 0.5562 5.1625 -0.6 -0.2 0.0
C -1.7611 0.5965 -2.4386 0.0 0.2 1.0
C -3.3225 2.6282 -2.7729 -2.9 -0.7 2.8
C 3.6617 -4.2701 -4.0384 -0.2 -0.1 -0.3
C -2.2817 1.7979 1.2236 0.1 -0.1 0.2
C -4.5552 2.9496 -2.1022 1.9 0.4 -1.8
H -3.5635 0.8035 4.8627 0.0 -0.1 0.0
H 3.1119 -0.5440 -1.8684 -0.2 0.2 0.0
H 2.7329 -4.8372 -3.9636 0.0 0.1 0.1
H 3.4455 -3.2395 -4.3242 -0.1 -0.1 -0.2
H -1.6993 0.2985 -3.5135 0.2 0.6 0.9
H 2.3363 -0.2755 -0.2966 0.1 -0.1 0.0
H -1.8534 -0.3532 -1.8425 0.2 0.9 -0.6
H 5.2961 -4.8887 1.0948 0.1 0.0 -0.2
H 1.5941 -1.3951 -1.4622 0.0 0.0 0.0
H 2.3494 3.0558 4.0105 -0.2 0.0 0.1
H 3.5981 -4.4263 0.8930 0.0 0.1 -0.2
H 1.3477 3.0188 2.5486 0.2 0.0 0.0
H 2.1008 1.5189 3.1592 -0.2 0.0 0.0
H -2.5294 0.3948 6.2390 0.1 0.2 0.0
H -2.7317 3.1622 -3.5409 -0.6 -0.6 0.8
H -1.5314 1.2005 0.6941 0.0 0.0 0.0
H 4.2915 -4.7217 -4.8044 0.1 0.1 0.1
H -3.2565 1.6289 0.7785 0.0 0.1 0.3
H -3.9068 0.0509 -0.6436 0.3 0.8 -0.8
H -2.0369 2.8585 1.1396 -0.1 0.0 -0.3
H -2.2254 -0.3625 4.6672 0.1 0.1 -0.1
H 4.8122 -3.2095 1.3744 -0.1 0.0 0.0
H -0.2679 3.3151 -1.9259 0.2 -0.3 0.4
H -5.7316 1.9188 -0.6343 0.4 -0.2 -0.1
```
Positions in Å, forces in eV/Å.

* energy above the lowest of the compared OMol25 structures with the same formula, charge and spin: 0.00 kJ/mol
* multiplicity: 1
* Kohn-Sham gap: 6.71 eV
* strongest force on any atom: 9.0 eV Å⁻¹
* total charge: +1

The molecule's Mulliken atomic charges, reported in e, are given here: -0.043, 1.097, 1.148, -0.301, -0.661, -0.336, -0.496, -0.639, -0.348, -0.340, -0.390, -0.311, -0.474, 0.064, 0.269, 0.521, -0.612, -0.759, -0.348, -0.676, -0.603, -0.652, -0.048, -0.684, -0.375, -0.237, 0.226, 0.359, 0.282, 0.291, 0.407, 0.274, 0.345, 0.244, 0.335, 0.261, 0.324, 0.295, 0.282, 0.248, 0.483, 0.239, 0.259, 0.060, 0.460, 0.421, 0.325, 0.237, 0.323, 0.252

=====

[3]
A molecular structure, C11H24CaF8N5O16S8 in a non-equilibrium geometry. Source: the Open Molecules 2025 dataset; level of theory: wB97M-V/def2-TZVPD.

Structure (XYZ):
```
73
Properties=species:S:1:pos:R:3:forces:R:3
Ca -3.3394 -1.7390 -2.2933 0.4 0.1 0.3
S -2.8897 -2.5140 1.1512 -6.4 5.0 6.9
S -6.2621 -3.3398 -1.7763 -6.9 3.0 8.1
S -4.6711 1.5733 -2.3179 -12.0 6.2 -4.6
S -2.6668 1.3671 -1.2968 6.9 1.7 2.9
S -1.6701 -3.9840 -0.0394 4.4 -3.6 -4.7
S -0.5984 -1.6391 -4.6016 3.5 -1.4 -0.9
S -2.8182 -1.4522 -5.6147 -6.2 1.7 -8.5
S -5.2157 -4.4937 -3.4563 3.2 -4.0 -6.1
F -5.8433 0.6587 -2.9238 0.4 -0.7 0.3
F -3.5949 -1.0590 1.1239 -0.5 -0.5 -0.9
F -1.7876 -4.3823 -1.6086 -0.2 -0.2 0.5
F -4.3378 -1.0986 -5.1046 0.7 -0.6 0.2
F -0.0388 -2.7707 -3.6150 -1.1 -0.1 -0.5
F -1.4485 0.2710 -1.2803 -0.9 -0.2 -0.2
F -3.7199 -4.6248 -3.9949 0.6 0.9 0.6
F -6.3121 -1.8243 -1.2798 0.3 0.9 0.5
O -2.9847 1.4922 0.1056 0.0 -0.5 -1.8
O -5.2725 -5.8504 -2.8634 -1.3 3.7 -0.2
O -1.9732 2.5137 -1.9183 -2.3 -2.5 0.7
O -1.8179 -2.1129 2.0134 1.1 -1.5 -0.2
O -5.3669 2.0825 -1.1070 2.8 -1.2 -2.0
O -0.0597 -2.0247 -5.9370 -2.5 0.6 3.4
O -3.0557 -2.5551 -6.5944 1.2 2.8 3.0
O -6.0465 -4.0458 -0.5451 -0.1 -0.4 -1.0
O -3.9417 -3.3692 1.6904 2.1 1.1 -1.2
O -0.0330 -0.4910 -3.9953 -0.7 0.8 0.1
O -2.4216 -0.1301 -6.1121 0.2 -2.4 0.7
O -5.8512 -4.1659 -4.7314 -0.1 -0.5 2.9
O -4.6047 2.5210 -3.4611 1.5 -1.8 3.0
O -0.2382 -3.6293 0.0139 -3.0 -0.7 0.8
O -7.5703 -3.4027 -2.3839 1.7 -1.1 -0.7
O -2.2025 -5.1624 0.6551 1.1 3.1 -1.2
N -3.6585 0.4655 -2.2228 3.4 0.6 1.9
N 3.2038 1.7274 3.0863 -0.9 0.4 0.2
N -2.5891 -2.5993 -0.3480 1.7 -3.1 1.1
N -5.0019 -3.1050 -2.5379 1.3 -3.8 -4.3
N -2.2990 -1.7810 -4.2502 5.8 -1.4 1.3
C 2.8858 2.7421 4.2518 -0.9 -0.7 0.1
C 3.7602 2.3588 5.4217 0.2 2.3 0.8
C 4.8641 4.0986 0.3725 -2.2 -0.3 -0.4
C 3.6788 3.3285 1.0370 1.0 -1.3 1.8
C 4.6854 1.3201 4.9703 0.2 -3.1 -0.4
C 5.6304 3.1821 -0.5120 1.5 -0.9 -0.5
C 3.8679 0.5489 3.8868 0.7 1.2 -0.9
C 4.2203 2.2753 2.0637 -0.1 1.0 1.1
C 0.7213 -0.5938 1.1310 1.8 1.4 0.7
C 2.0983 0.1353 1.3806 -1.9 1.3 -1.1
C 1.8711 1.3070 2.3722 1.2 -1.6 1.9
H 4.8880 2.8053 2.7429 0.5 0.0 -0.3
H 4.9810 2.5163 -1.0804 -0.1 0.3 -0.3
H 3.1011 2.7604 0.3078 0.0 0.4 -0.3
H 3.0066 3.9577 1.6203 0.0 0.4 -0.3
H 5.6672 1.6117 4.5974 -0.3 0.5 -0.2
H 4.9172 0.6418 5.7914 0.0 -0.2 0.0
H 0.0356 0.2313 0.9384 -0.7 -0.5 0.3
H 4.3279 3.2218 5.7697 0.0 0.1 0.1
H 2.8692 3.8202 4.0924 0.5 -0.2 -1.2
H 1.8874 2.5454 4.6423 -0.3 -0.3 -0.9
H 6.2980 3.7389 -1.1696 -0.3 0.1 -0.4
H 1.3288 0.9032 3.2271 -0.3 -0.1 0.0
H 0.6261 -1.1152 2.0834 -1.2 -0.4 -0.6
H 3.1329 -0.1667 4.2552 -0.3 0.6 0.2
H 0.8006 -1.1895 0.2216 -0.2 -0.4 0.5
H 3.1051 2.1050 6.2551 0.3 -0.5 0.0
H 2.2533 0.5988 0.4063 1.2 -0.3 -0.1
H 5.4973 4.7286 0.9972 -0.3 -0.2 0.3
H 1.3332 2.2216 2.1227 0.3 -0.2 -0.8
H 4.4589 -0.0037 3.1565 0.1 0.1 0.2
H 4.7731 1.4365 1.6408 -0.4 0.0 -0.2
H 4.3007 4.7288 -0.3157 0.3 0.6 0.1
H 2.7868 -0.6377 1.7219 0.4 0.6 -0.2
H 6.3397 2.5104 -0.0287 -0.1 -0.1 0.6
```
Positions in Å, forces in eV/Å.

* energy above the lowest of the compared OMol25 structures with the same formula, charge and spin: 683.81 kJ/mol
* multiplicity: 1
* Kohn-Sham gap: 8.16 eV
* strongest force on any atom: 14.2 eV Å⁻¹
* total charge: -1

The molecule's Mulliken atomic charges, reported in e, are given here: 3.577, 0.610, 0.751, 0.747, 0.767, 0.743, 0.813, 0.910, 0.858, -0.297, -0.320, -0.273, -0.298, -0.236, -0.204, -0.262, -0.290, -0.507, -0.554, -0.580, -0.541, -0.582, -0.552, -0.590, -0.535, -0.556, -0.532, -0.606, -0.545, -0.625, -0.570, -0.610, -0.487, -0.100, 0.309, -0.098, -0.192, -0.238, -0.487, -0.540, -0.407, -0.770, -0.721, -1.240, -0.783, -0.730, -1.261, -0.180, -1.146, 0.496, 0.323, 0.284, 0.405, 0.331, 0.434, 0.196, 0.308, 0.377, 0.346, 0.379, 0.557, 0.370, 0.445, 0.423, 0.313, 0.272, 0.352, 0.575, 0.488, 0.381, 0.307, 0.302, 0.293